Record 1
A molecular structure, C26H24AsP2S4Tl. Source: OMol25; level of theory: ωB97M-V/def2-TZVPD.

Structure (ORCA input):
```
! wB97M-V def2-TZVPD RIJCOSX def2/J DEFGRID3
* xyz -2 1
Tl 2.68 -0.89 -1.78
C -0.20 1.01 0.95
C -1.11 -0.23 0.90
P -0.15 -1.69 0.31
C 0.34 -2.47 1.92
C -0.54 -2.66 2.98
C -0.09 -3.20 4.18
C 1.24 -3.57 4.32
C 2.11 -3.42 3.26
C 1.67 -2.87 2.06
C -1.52 -2.85 -0.12
C -1.23 -3.81 -1.09
C -2.19 -4.71 -1.52
C -3.46 -4.67 -0.98
C -3.77 -3.71 -0.02
C -2.81 -2.80 0.39
P 0.81 1.29 -0.63
C 1.21 3.04 -0.19
C 0.76 4.11 -0.95
C 1.04 5.42 -0.57
C 1.80 5.67 0.56
C 2.27 4.61 1.31
C 1.97 3.31 0.95
C -0.57 1.61 -1.83
C -0.29 1.32 -3.16
C -1.25 1.48 -4.15
C -2.53 1.92 -3.81
C -2.82 2.21 -2.48
C -1.85 2.07 -1.51
H 0.58 0.84 1.71
H -0.76 1.90 1.23
H -1.55 -0.42 1.88
H -1.91 -0.07 0.17
H -1.58 -2.39 2.88
H -0.78 -3.33 5.00
H 1.59 -3.98 5.26
H 3.15 -3.71 3.35
H 2.36 -2.70 1.25
H -0.23 -3.83 -1.52
H -1.94 -5.44 -2.28
H -4.22 -5.38 -1.31
H -4.77 -3.68 0.40
H -3.09 -2.05 1.12
H 0.21 3.93 -1.86
H 0.66 6.24 -1.17
H 2.02 6.69 0.85
H 2.90 4.79 2.17
H 2.36 2.49 1.55
H 0.71 0.97 -3.42
H -1.01 1.28 -5.19
H -3.29 2.04 -4.57
H -3.81 2.56 -2.22
H -2.08 2.34 -0.48
S 5.73 -0.50 -1.66
As 4.67 1.16 -0.79
S 3.32 1.88 -2.39
S 3.37 0.17 0.73
S 5.89 2.67 0.00
*
```

## Properties
- Kohn-Sham gap: 0.1829 hartree
- Relative energy (zero: lowest compared OMol25 entry of this formula, charge and spin): 22.2 kJ/mol
- E_LUMO: 4.00 eV
- HOMO: -0.979 eV
- Energy: -5689.006398 Eh

=====

Record 2
A molecular structure, C26H24BrF6N2O9S2Ti in a non-equilibrium geometry. Source: OMol25; level of theory: ωB97M-V/def2-TZVPD.

Structure (ORCA input):
```
! wB97M-V def2-TZVPD RIJCOSX def2/J DEFGRID3
* xyz -1 3
Ti 10.85 -12.82 7.14
F 8.30 -15.86 7.40
C 7.43 -15.24 6.57
F 6.28 -15.06 7.29
F 7.16 -16.05 5.54
S 7.98 -13.54 5.94
O 8.75 -12.98 7.09
O 6.71 -12.85 5.90
N 8.70 -13.51 4.56
S 10.20 -14.26 4.25
O 10.75 -13.45 3.20
O 11.09 -14.05 5.59
C 15.35 -12.13 3.50
F 14.99 -10.91 3.86
F 15.81 -12.89 4.55
F 16.17 -12.08 2.46
C 5.67 -10.15 9.87
O 5.92 -9.32 8.73
C 7.19 -9.42 8.16
C 7.20 -8.84 6.88
C 8.18 -9.14 6.01
C 9.21 -9.98 6.36
C 10.12 -10.47 5.37
C 10.08 -10.02 3.86
O 10.94 -11.34 5.59
C 9.35 -10.42 7.71
O 10.36 -11.11 8.11
C 8.32 -10.12 8.59
H 4.57 -10.18 9.84
H 6.19 -9.83 10.78
H 6.03 -11.21 9.77
H 6.38 -8.25 6.53
H 8.02 -8.67 5.05
H 10.83 -9.26 3.80
H 9.12 -9.62 3.48
H 10.50 -10.82 3.31
H 8.46 -10.47 9.59
Br 14.01 -14.75 7.72
C 14.14 -12.88 7.80
C 15.23 -12.28 8.33
C 15.46 -10.89 8.09
C 14.40 -10.23 7.58
C 13.21 -10.86 7.29
N 13.08 -12.18 7.37
H 16.10 -12.93 8.67
H 16.32 -10.48 8.49
H 14.45 -9.11 7.46
H 12.32 -10.31 7.03
C 16.04 -11.97 12.63
C 14.83 -12.36 11.74
C 14.45 -13.70 11.67
C 13.14 -14.04 11.27
C 12.67 -15.45 11.09
C 12.21 -13.01 10.92
C 12.60 -11.67 10.98
C 11.68 -10.45 10.84
C 13.91 -11.38 11.34
C 10.87 -13.43 10.32
O 9.83 -13.46 10.95
O 10.93 -13.69 9.01
H 15.67 -11.91 13.71
H 16.31 -10.90 12.62
H 16.98 -12.49 12.41
H 15.21 -14.46 11.98
H 12.26 -15.50 10.07
H 11.89 -15.62 11.86
H 13.50 -16.17 11.14
H 11.75 -9.84 11.71
H 10.64 -10.73 10.76
H 11.92 -9.86 9.98
H 14.20 -10.34 11.41
*
```

## Properties
- Kohn-Sham gap (alpha / beta): 0.2633 / 0.2550 hartree
- E_LUMO (alpha / beta): 2.19 / 1.41 eV
- Expectation value of S²: 2.0039
- HOMO (alpha / beta): -4.972 / -5.525 eV
- Energy: -6611.012152 Eh

=====

Record 3
A molecular structure, C26H24F5N5O2PtS2. Source: OMol25; level of theory: ωB97M-V/def2-TZVPD.

Structure (ORCA input):
```
! wB97M-V def2-TZVPD RIJCOSX def2/J DEFGRID3
* xyz 0 3
Pt -0.35 -0.22 -0.48
O -0.12 1.36 3.71
S -0.82 0.73 2.61
O -1.69 1.54 1.80
N 0.20 0.00 1.60
C 1.45 -0.47 1.98
C 1.98 -0.57 3.25
C 3.29 -1.06 3.45
C 4.09 -1.45 2.41
C 3.59 -1.37 1.09
C 4.33 -1.74 -0.05
C 3.77 -1.64 -1.29
C 2.45 -1.17 -1.41
N 1.74 -0.81 -0.36
C 2.28 -0.89 0.89
C -1.81 -0.58 3.26
C -2.86 -1.06 2.48
C -3.62 -2.12 2.96
C -3.32 -2.69 4.19
C -2.27 -2.20 4.96
C -1.51 -1.13 4.49
H 1.41 -0.25 4.10
H 3.66 -1.12 4.46
H 5.10 -1.82 2.58
H 5.34 -2.11 0.08
H 4.31 -1.93 -2.19
H 1.95 -1.11 -2.37
H -3.09 -0.59 1.53
H -4.45 -2.49 2.38
H -3.91 -3.52 4.56
H -2.05 -2.63 5.92
H -0.71 -0.71 5.09
F -2.70 -6.41 -0.29
C -2.58 -5.13 -0.63
C -1.45 -4.68 -1.29
F -0.47 -5.54 -1.59
C -1.34 -3.35 -1.64
F -0.22 -2.97 -2.28
C -2.33 -2.41 -1.34
S -2.20 -0.70 -1.77
C -3.45 -2.90 -0.68
F -4.44 -2.07 -0.34
C -3.59 -4.23 -0.33
F -4.68 -4.65 0.32
C -2.26 2.70 -1.84
N -1.50 3.29 -0.75
C -2.30 3.98 0.24
C -0.23 2.89 -0.50
N 0.28 1.81 -1.07
N 0.52 3.69 0.31
C 0.39 5.14 0.29
C 1.71 3.18 0.95
H -2.84 3.49 -2.32
H -2.94 1.94 -1.46
H -1.59 2.26 -2.56
H -3.17 3.36 0.49
H -2.65 4.94 -0.15
H -1.74 4.13 1.16
H 1.29 1.82 -1.00
H -0.35 5.44 -0.45
H 1.35 5.59 0.02
H 0.09 5.53 1.27
H 1.58 2.13 1.19
H 1.87 3.72 1.88
H 2.61 3.30 0.32
*
```

## Properties
- Kohn-Sham gap (alpha / beta): 0.2668 / 0.2567 hartree
- E_LUMO (alpha / beta): -0.25 / -0.81 eV
- Expectation value of S²: 2.0082
- HOMO (alpha / beta): -7.515 / -7.792 eV
- Energy: -2844.419546 Eh

=====

Record 4
A molecular structure, C26H24IMoN6O5 in a non-equilibrium geometry. Source: OMol25; level of theory: ωB97M-V/def2-TZVPD.

Structure (ORCA input):
```
! wB97M-V def2-TZVPD RIJCOSX def2/J DEFGRID3
* xyz 3 1
Mo -0.43 0.35 0.77
O -2.34 0.17 3.80
C -1.34 0.58 3.28
N -0.37 -0.20 2.63
C 0.73 -0.62 3.35
O 0.76 -0.97 4.49
C 1.93 -0.41 2.48
C 3.20 -0.61 3.00
C 4.30 -0.31 2.20
C 4.06 0.13 0.90
C 2.76 0.30 0.46
N 1.68 0.07 1.23
C -0.91 2.01 3.14
C -0.99 2.95 4.16
C -0.42 4.20 3.94
C 0.19 4.45 2.72
C 0.21 3.45 1.75
N -0.33 2.25 1.94
H 3.30 -0.97 4.01
H 5.30 -0.42 2.58
H 4.88 0.35 0.24
H 2.57 0.66 -0.54
H -1.47 2.70 5.09
H -0.44 4.95 4.72
H 0.66 5.40 2.53
H 0.69 3.64 0.80
O 1.54 -4.99 -3.15
C 0.95 -5.22 -1.91
C 0.45 -3.95 -1.32
C -0.09 -3.90 -0.03
C -0.45 -2.68 0.51
N -0.30 -1.52 -0.14
C 0.17 -1.56 -1.41
C 0.53 -2.74 -2.03
C 0.25 -0.24 -2.04
C 0.31 -0.06 -3.41
C 0.20 1.23 -3.95
C 0.17 1.39 -5.43
O 0.62 0.22 -6.04
C 0.10 2.30 -3.06
C 0.12 2.05 -1.71
N 0.16 0.81 -1.18
H 1.92 -5.81 -3.49
H 1.66 -5.68 -1.20
H 0.10 -5.93 -1.99
H -0.21 -4.80 0.56
H -0.86 -2.62 1.52
H 0.91 -2.77 -3.04
H 0.39 -0.88 -4.11
H 0.75 2.28 -5.73
H -0.88 1.61 -5.70
H 0.64 0.31 -7.00
H -0.01 3.31 -3.42
H 0.08 2.87 -1.01
N -4.28 -0.22 1.91
C -3.66 0.26 0.86
O -2.40 0.35 0.81
C -4.49 0.69 -0.32
I -3.27 0.83 -2.07
H -3.78 -0.46 2.77
H -5.29 -0.29 1.96
H -4.94 1.68 -0.15
H -5.30 -0.02 -0.52
*
```

## Properties
- Kohn-Sham gap (alpha / beta): 0.2291 / 0.2292 hartree
- E_LUMO (alpha / beta): -11.06 / -11.06 eV
- HOMO (alpha / beta): -17.294 / -17.292 eV
- Energy: -2074.960338 Eh